(1)
{"formula": "C3H8N2O", "method": "ωB97M-V with the def2-TZVPD basis set", "homo_lumo_gap_ev": 10.47, "de_lowest_kcal_mol": 29.0, "charge": 0, "homo_energy_ev": -9.55, "energy_ev": -8268.067, "smiles": "NCCNC=O", "species": ["N", "C", "C", "N", "C", "O", "H", "H", "H", "H", "H", "H", "H", "H"], "positions_angstrom": [[0.9836, 0.0007, -1.4280], [1.1186, -0.6305, -0.1392], [-0.2156, -0.6820, 0.6295], [-0.7282, 0.5630, 1.1841], [-1.6139, 1.2404, 0.3973], [-1.5636, 2.4115, 0.1192], [0.4759, -0.5150, -2.1463], [1.8897, 0.0829, -1.8725], [1.4582, -1.6659, -0.2487], [1.7853, -0.1128, 0.5520], [-0.1455, -1.4302, 1.4245], [-0.9231, -1.1215, -0.0760], [-0.0419, 1.1876, 1.5733], [-2.4796, 0.6718, 0.0308]], "mulliken_charge": [-0.56, -0.44, -0.76, -0.15, 0.08, -0.54, 0.21, 0.23, 0.31, 0.35, 0.33, 0.35, 0.24, 0.34]}

***

(2)
{"formula": "C4H4ClF", "method": "ωB97M-V with the def2-TZVPD basis set", "homo_lumo_gap_ev": [8.72, 8.47], "de_lowest_kcal_mol": 93.4, "charge": 0, "homo_energy_ev": [-8.87, -8.56], "energy_ev": -19447.406, "species": ["C", "C", "C", "C", "F", "Cl", "H", "H", "H", "H"], "positions_angstrom": [[-0.0387, 0.3521, 1.1621], [0.4660, 1.4329, 0.6410], [-0.2772, -0.8034, 0.0780], [0.4168, -0.2213, -1.1534], [-1.5645, -1.1048, 0.0792], [-0.7267, 0.0814, -2.3751], [-0.4943, 0.3173, 2.1436], [0.6241, 2.4823, 0.7982], [0.2987, -1.8305, 0.2464], [1.2957, -0.7060, -1.6199]], "mulliken_charge": [-0.21, -0.56, 0.39, -0.37, -0.25, -0.14, 0.33, 0.34, 0.17, 0.30]}

***

(3)
{"formula": "C11H12Si", "method": "ωB97M-V with the def2-TZVPD basis set", "homo_lumo_gap_ev": 8.84, "de_lowest_kcal_mol": 109.6, "charge": 0, "homo_energy_ev": -8.60, "energy_ev": -19471.956, "smiles": "C=CC#C[SiH](C#CC=C)/C=C/C", "species": ["C", "C", "C", "C", "Si", "C", "C", "C", "C", "C", "C", "C", "H", "H", "H", "H", "H", "H", "H", "H", "H", "H", "H", "H"], "positions_angstrom": [[4.5853, -1.6121, 0.2747], [3.2694, -1.9431, 0.4193], [2.2566, -1.1382, -0.2062], [1.3066, -0.5853, -0.7815], [-0.2484, 0.2390, -1.3609], [-2.0746, -0.6377, -0.4509], [-2.9486, -1.3765, -0.0795], [-3.8978, -2.3570, 0.2091], [-5.1725, -2.3133, -0.2574], [-0.0595, 2.0418, -0.5683], [0.8507, 2.4054, 0.3239], [0.9737, 3.8438, 0.9007], [5.2953, -2.1275, 0.8761], [4.6951, -0.5974, -0.0768], [2.9298, -2.7986, 1.0048], [-0.6168, 0.0939, -2.8325], [-3.2898, -3.2371, 0.5644], [-5.9003, -2.9263, 0.1133], [-5.4706, -1.4673, -0.7489], [-0.8276, 2.7454, -0.8770], [1.4934, 1.5867, 0.7109], [1.0839, 3.5964, 1.9464], [-0.0351, 4.4371, 0.6190], [1.8017, 4.1280, 0.2772]], "mulliken_charge": [-0.69, -0.51, 0.81, -0.51, 0.41, -0.38, 0.50, -0.52, -0.78, -0.51, 0.07, -0.94, 0.31, 0.30, 0.29, -0.10, 0.25, 0.33, 0.32, 0.27, 0.21, 0.31, 0.24, 0.30]}

***

(4)
{"formula": "C3H13NO2S", "method": "ωB97M-V with the def2-TZVPD basis set", "homo_lumo_gap_ev": 9.48, "de_lowest_kcal_mol": 25.9, "charge": 0, "homo_energy_ev": -9.05, "energy_ev": -19741.318, "smiles": "NCCCS.O.O", "species": ["N", "C", "C", "C", "S", "H", "H", "H", "H", "H", "H", "H", "H", "H", "O", "H", "H", "O", "H", "H"], "positions_angstrom": [[3.0326, 1.5472, -0.4885], [3.4403, 0.3052, -1.1462], [2.3233, -0.2808, -2.0212], [1.2102, -0.7350, -1.1024], [-0.2838, -1.4499, -1.9606], [3.3213, 1.6383, 0.4763], [2.0506, 1.7795, -0.4915], [4.2639, 0.6123, -1.8016], [3.8233, -0.4203, -0.4224], [1.8528, 0.5358, -2.6276], [2.6359, -0.9619, -2.8161], [0.7850, 0.0748, -0.4795], [1.3944, -1.4770, -0.3059], [-0.2678, -1.0123, -3.2110], [-3.7699, -0.6817, 2.1415], [-3.3425, -1.2341, 2.8015], [-3.2439, -0.5927, 1.3450], [-4.2560, 2.3938, 5.2047], [-4.4858, 1.9543, 4.3765], [-3.3048, 2.3084, 5.0802]], "mulliken_charge": [-0.57, -0.41, -0.68, -0.48, -0.27, 0.23, 0.22, 0.25, 0.28, 0.33, 0.40, 0.29, 0.32, 0.10, -0.64, 0.32, 0.32, -0.64, 0.33, 0.31]}